[1]
{
  "formula": "C2H9NOS",
  "method": "ωB97M-V/def2-TZVPD",
  "symbols": ["N", "C", "C", "S", "H", "H", "H", "H", "H", "H", "H", "O", "H", "H"],
  "coordinates": [[1.671, -1.601, 1.894], [1.195, -0.238, 1.733], [1.319, 0.607, 0.448], [0.758, -0.019, -1.173], [2.183, -2.022, 1.141], [0.878, -2.197, 2.081], [0.141, -0.096, 1.994], [1.800, 0.364, 2.428], [2.365, 0.861, 0.288], [0.681, 1.467, 0.645], [1.847, -0.798, -1.404], [-4.839, 1.155, -1.335], [-4.435, 1.154, -2.211], [-5.347, 0.354, -1.438]],
  "atomic_forces_ev_per_a": [[-0.81, -0.19, 0.09], [0.28, 1.08, 0.01], [0.44, -0.86, -0.30], [0.24, -0.56, 0.22], [0.15, 0.26, -0.48], [0.08, -0.21, -0.06], [0.17, -0.69, 0.43], [-0.45, 0.14, 0.12], [-0.10, 0.49, 0.11], [0.43, 0.30, -0.17], [-0.44, 0.24, 0.03], [0.22, -0.09, -0.64], [0.35, 0.55, 0.10], [-0.56, -0.45, 0.55]],
  "multiplicity": 1,
  "homo_lumo_gap_ev": 9.757,
  "e_above_lowest_kj_mol": 55.7,
  "smiles": "NCCS.O",
  "charge": 0,
  "lumo_ev": 0.7,
  "e_homo_ha": -0.3323
}

---

[2]
{
  "formula": "C5H7O4Sn",
  "method": "ωB97M-V/def2-TZVPD",
  "symbols": ["O", "Sn", "C", "C", "H", "H", "H", "H", "C", "C", "H", "H", "O", "C", "O", "O", "H"],
  "coordinates": [[2.069, 0.662, -1.104], [0.346, 0.121, -1.166], [2.568, 1.192, 0.098], [1.738, 0.727, 1.260], [3.617, 0.869, 0.245], [2.578, 2.299, 0.069], [1.399, -0.315, 1.252], [1.561, 1.406, 2.099], [-1.702, 0.797, 1.139], [-1.423, 0.317, -0.096], [-1.428, 1.835, 1.345], [-2.435, 0.333, 1.810], [-2.182, -0.886, -0.381], [-1.673, -1.692, -1.265], [-0.532, -1.607, -1.728], [-2.451, -2.728, -1.468], [-2.050, -3.330, -2.109]],
  "atomic_forces_ev_per_a": [[6.28, 1.40, -0.01], [-2.07, 2.49, -2.25], [0.27, 0.32, 1.46], [-0.20, 0.36, -0.72], [-0.19, -0.04, -0.39], [0.10, -0.36, 0.06], [0.66, 0.21, 0.68], [-0.24, -0.50, -0.30], [-0.87, 0.32, -1.47], [-2.25, 0.13, 3.26], [0.58, -0.57, 0.30], [0.20, 0.13, -0.33], [-0.25, -0.42, -0.48], [-0.67, -0.81, 1.57], [-1.08, -2.68, -0.98], [-0.41, -0.05, -0.37], [0.14, 0.07, -0.01]],
  "multiplicity": 2,
  "s2": 1.09,
  "homo_lumo_gap_ev": [6.357, 5.103],
  "e_above_lowest_kj_mol": 108.7,
  "charge": 0,
  "lumo_ev": [-0.1, -0.4],
  "e_homo_ha": [-0.2382, -0.2025]
}

---

[3]
{
  "formula": "C6H16",
  "method": "ωB97M-V/def2-TZVPD",
  "symbols": ["C", "C", "C", "H", "H", "H", "H", "H", "H", "H", "H", "C", "C", "C", "H", "H", "H", "H", "H", "H", "H", "H"],
  "coordinates": [[-3.561, 1.089, -1.364], [-2.061, 1.004, -1.510], [-1.224, 1.770, -0.458], [-4.092, 0.836, -2.295], [-3.953, 2.019, -0.952], [-3.960, 0.334, -0.682], [-1.775, 1.412, -2.494], [-1.679, -0.017, -1.578], [-0.536, 1.130, 0.084], [-0.737, 2.640, -0.876], [-1.915, 2.091, 0.341], [2.925, -1.848, 0.070], [1.892, -1.830, 1.209], [1.952, -0.442, 1.874], [3.711, -2.558, 0.312], [3.399, -0.874, -0.036], [2.502, -1.979, -0.929], [2.150, -2.583, 1.953], [0.816, -2.041, 1.111], [1.393, -0.165, 2.780], [2.979, -0.370, 2.247], [1.773, 0.382, 1.194]],
  "atomic_forces_ev_per_a": [[-0.91, -0.91, 0.16], [1.19, 0.63, -0.77], [-1.40, -0.44, 0.74], [0.22, 0.39, -0.03], [0.27, 0.29, -0.33], [0.28, -0.13, 0.32], [-0.22, 0.00, 0.18], [-0.39, -0.18, 0.21], [0.39, -0.03, -0.31], [0.26, 0.17, 0.01], [0.24, 0.25, -0.21], [-0.74, 0.24, -0.26], [-0.81, 0.80, 1.29], [1.07, 0.21, 1.00], [0.06, -0.25, -0.34], [0.11, 0.12, 0.34], [-0.06, -0.61, 0.05], [0.37, -0.01, 0.17], [0.35, -0.13, -1.29], [-0.57, -0.84, -0.27], [0.24, 0.43, -0.22], [0.03, -0.01, -0.43]],
  "multiplicity": 2,
  "s2": 0.75,
  "homo_lumo_gap_ev": [2.534, 11.534],
  "e_above_lowest_kj_mol": 64.2,
  "charge": -1,
  "lumo_ev": [4.0, 4.0],
  "e_homo_ha": [0.0545, -0.2780]
}

---

[4]
{
  "formula": "C9H13NS",
  "method": "ωB97M-V/def2-TZVPD",
  "symbols": ["C", "C", "C", "C", "C", "C", "C", "C", "C", "N", "S", "H", "H", "H", "H", "H", "H", "H", "H", "H", "H", "H", "H", "H"],
  "coordinates": [[4.320, 0.535, 0.498], [2.337, -0.729, -0.408], [5.131, -0.602, 0.642], [3.244, -1.773, -0.281], [2.956, 0.487, 0.018], [4.440, -1.745, 0.189], [-5.425, 0.223, -0.653], [-4.664, -1.919, 0.727], [2.065, 1.645, 0.269], [-1.778, 0.837, -0.549], [-4.956, -0.246, 0.785], [4.712, 1.507, 0.592], [1.412, -0.985, -0.816], [6.074, -0.535, 1.086], [-1.132, 0.143, -0.302], [-5.295, -0.490, -1.507], [-5.380, 1.221, -1.018], [-4.852, -2.515, -0.229], [-4.149, -2.212, 1.647], [1.277, 1.484, -0.443], [1.602, 1.564, 1.310], [2.660, 2.636, 0.065], [-2.605, 0.677, -0.054], [-1.997, 0.791, -1.571]],
  "atomic_forces_ev_per_a": [[-1.76, -1.61, -1.31], [2.86, -0.50, 0.51], [-2.28, -0.51, -0.88], [3.86, 0.39, 1.74], [0.71, -1.35, 1.04], [-2.75, 0.77, -1.04], [0.30, -0.56, -2.81], [-0.30, 1.85, -0.23], [0.65, 1.44, 0.15], [0.13, 1.52, -2.37], [0.71, -3.02, 0.34], [0.54, 1.03, 0.73], [-1.76, 0.79, -0.36], [1.40, -0.13, 0.33], [1.00, -1.15, 0.18], [-0.41, 0.42, 0.98], [-0.42, 0.86, 0.59], [0.49, 0.92, 1.75], [-0.48, -0.49, -0.58], [-0.75, 0.83, -0.24], [0.82, 0.50, -1.32], [-1.55, -1.65, 0.65], [-1.38, -0.26, 0.74], [0.37, -0.10, 1.40]],
  "multiplicity": 1,
  "homo_lumo_gap_ev": [7.765, 7.764],
  "e_above_lowest_kj_mol": 670.3,
  "charge": 0,
  "lumo_ev": [-0.1, -0.1],
  "e_homo_ha": [-0.2897, -0.2897]
}

---

[5]
{
  "formula": "C6H9N",
  "method": "ωB97M-V/def2-TZVPD",
  "symbols": ["C", "C", "C", "C", "C", "C", "N", "H", "H", "H", "H", "H", "H", "H", "H", "H"],
  "coordinates": [[-2.522, -0.385, 0.079], [-1.122, 0.119, 0.113], [-0.628, 1.398, 0.149], [0.783, 1.300, -0.043], [1.115, -0.024, -0.082], [2.480, -0.623, -0.038], [-0.052, -0.742, -0.004], [-2.677, -1.205, 0.789], [-3.215, 0.425, 0.323], [-2.778, -0.745, -0.927], [-1.218, 2.286, 0.357], [1.472, 2.000, -0.482], [2.658, -1.376, -0.811], [3.220, 0.177, -0.142], [2.654, -1.088, 0.940], [-0.121, -1.714, -0.264]],
  "atomic_forces_ev_per_a": [[-0.10, -0.03, 0.05], [-0.01, 0.03, 0.06], [-0.14, -0.14, -0.18], [0.11, -0.18, -0.44], [0.02, 0.09, -0.15], [0.05, -0.09, -0.08], [-0.01, -0.12, 0.05], [-0.06, 0.10, -0.09], [0.08, -0.14, 0.00], [0.00, 0.02, 0.20], [0.13, -0.16, -0.37], [0.13, 0.69, 0.85], [0.01, 0.04, 0.03], [-0.13, -0.18, -0.08], [0.00, 0.00, -0.16], [-0.06, 0.08, 0.31]],
  "multiplicity": 1,
  "homo_lumo_gap_ev": 8.697,
  "e_above_lowest_kj_mol": 33.9,
  "smiles": "Cc1ccc(C)[nH]1",
  "charge": 0,
  "lumo_ev": 1.0,
  "e_homo_ha": -0.2820
}

---

[6]
{
  "formula": "C3H5BrINO",
  "method": "ωB97M-V/def2-TZVPD",
  "symbols": ["C", "C", "C", "N", "O", "Br", "I", "H", "H", "H", "H", "H"],
  "coordinates": [[0.757, -0.289, -0.337], [-1.233, -0.763, 1.113], [-0.470, 0.303, 0.294], [1.757, 1.168, -1.074], [1.162, -1.370, -0.446], [0.554, 1.959, -2.263], [3.373, 0.134, -1.849], [-1.777, -0.155, 1.988], [-0.771, -1.550, 1.537], [-1.915, -1.331, 0.395], [-0.196, 1.139, 1.036], [-1.243, 0.753, -0.394]],
  "atomic_forces_ev_per_a": [[0.04, 2.35, -0.21], [-3.75, 2.85, -0.92], [-0.79, 0.58, 1.76], [-2.24, -2.54, 1.32], [-0.14, 0.32, 0.10], [-0.78, 1.18, -0.60], [2.64, -0.52, -0.83], [0.65, -1.67, -2.15], [2.59, -2.15, 1.64], [0.15, 1.14, 1.10], [0.16, -1.12, -1.52], [1.47, -0.43, 0.30]],
  "multiplicity": 3,
  "s2": 2.01,
  "homo_lumo_gap_ev": [6.688, 6.328],
  "charge": 0,
  "lumo_ev": [0.4, -2.8],
  "e_homo_ha": [-0.2306, -0.3352]
}

---

[7]
{
  "formula": "C29H50BF9I2N3O8S2",
  "method": "ωB97M-V/def2-TZVPD",
  "symbols": ["C", "C", "C", "O", "C", "C", "C", "S", "C", "C", "C", "C", "S", "B", "N", "O", "C", "C", "I", "C", "C", "I", "N", "C", "C", "C", "N", "H", "H", "H", "H", "H", "H", "H", "H", "H", "H", "H", "H", "H", "H", "H", "H", "H", "H", "H", "H", "H", "H", "H", "H", "H", "H", "H", "H", "H", "H", "H", "H", "H", "H", "H", "C", "C", "O", "C", "O", "C", "F", "F", "F", "H", "H", "H", "H", "H", "C", "C", "O", "C", "O", "C", "F", "F", "F", "H", "H", "H", "H", "H", "C", "C", "O", "C", "O", "C", "F", "F", "F", "H", "H", "H", "H", "H"],
  "coordinates": [[7.739, 5.267, 0.730], [6.771, 4.106, 0.541], [5.396, 4.612, 0.136], [4.391, 3.610, 0.302], [3.940, 3.021, -0.893], [2.709, 2.234, -0.464], [3.034, 0.876, 0.197], [2.540, 0.780, 1.949], [2.632, -0.246, -0.816], [3.980, -0.545, -1.578], [3.930, -1.504, -2.756], [5.321, -1.782, -3.328], [6.188, -0.396, -4.102], [2.274, -1.701, -0.230], [1.416, -2.624, -0.940], [2.832, -2.115, 0.951], [1.606, 0.454, -1.770], [0.236, -0.127, -2.088], [-0.047, -0.372, -4.159], [-0.701, -0.501, -1.222], [-0.598, -0.379, 0.265], [-2.508, -1.356, -1.776], [1.609, 1.963, -1.487], [0.354, 2.360, -0.731], [1.532, 2.858, -2.707], [2.436, 2.589, -3.914], [3.687, 1.906, -3.609], [7.425, 5.899, 1.561], [7.774, 5.889, -0.166], [8.745, 4.907, 0.931], [7.139, 3.420, -0.225], [6.630, 3.574, 1.482], [5.398, 4.985, -0.893], [5.113, 5.446, 0.782], [4.718, 2.364, -1.289], [3.707, 3.789, -1.638], [2.301, 2.843, 0.339], [4.121, 0.878, 0.284], [1.489, 1.605, 1.939], [4.690, -0.908, -0.829], [4.363, 0.398, -1.966], [3.301, -1.100, -3.553], [3.543, -2.484, -2.475], [5.988, -2.144, -2.545], [5.244, -2.576, -4.068], [5.569, -0.447, -5.284], [1.862, -3.118, -1.700], [1.005, -3.305, -0.314], [3.675, -1.704, 1.155], [2.114, 0.377, -2.724], [-0.893, -1.307, 0.745], [-1.283, 0.391, 0.627], [0.406, -0.137, 0.614], [0.389, 3.434, -0.572], [-0.522, 2.109, -1.317], [0.329, 1.851, 0.225], [1.678, 3.871, -2.337], [0.498, 2.827, -3.042], [1.884, 1.979, -4.624], [2.597, 3.549, -4.415], [4.038, 1.428, -4.428], [4.415, 2.560, -3.351], [-4.024, -5.274, 4.731], [-3.544, -3.885, 4.387], [-2.168, -3.901, 3.926], [-1.983, -4.246, 2.668], [-2.805, -4.531, 1.849], [-0.473, -4.191, 2.335], [0.272, -4.759, 3.275], [-0.087, -2.903, 2.209], [-0.233, -4.801, 1.175], [-3.363, -5.735, 5.466], [-5.028, -5.224, 5.147], [-4.046, -5.910, 3.849], [-3.531, -3.240, 5.262], [-4.168, -3.418, 3.626], [-10.753, -7.869, 5.720], [-10.171, -6.520, 5.367], [-8.800, -6.640, 4.915], [-8.637, -7.004, 3.654], [-9.482, -7.235, 2.843], [-7.127, -7.057, 3.325], [-6.438, -7.683, 4.284], [-6.645, -5.807, 3.219], [-6.918, -7.683, 2.178], [-10.132, -8.370, 6.463], [-11.754, -7.741, 6.131], [-10.820, -8.509, 4.842], [-10.114, -5.874, 6.240], [-10.756, -6.015, 4.600], [-1.546, 7.804, -3.994], [-1.472, 7.580, -2.502], [-2.378, 6.525, -2.085], [-1.971, 5.290, -2.245], [-0.916, 4.915, -2.681], [-3.056, 4.320, -1.723], [-4.266, 4.676, -2.132], [-3.035, 4.321, -0.383], [-2.818, 3.077, -2.139], [-2.570, 8.016, -4.297], [-0.919, 8.652, -4.267], [-1.201, 6.929, -4.543], [-1.806, 8.455, -1.952], [-0.464, 7.331, -2.174]],
  "atomic_forces_ev_per_a": [[-0.04, -0.07, -0.13], [-0.31, 0.23, -0.04], [0.13, 0.05, 0.15], [-0.25, 0.17, -0.11], [0.40, -0.16, 0.07], [0.31, -0.29, 0.36], [0.33, 0.02, -0.32], [-0.13, -0.04, 0.19], [0.14, 0.24, 0.40], [-0.32, 0.24, -0.20], [0.35, 0.01, -0.01], [-0.20, -0.24, -0.12], [0.18, 0.21, 0.11], [-0.25, 0.04, 0.11], [-0.02, 0.13, 0.48], [0.21, -0.31, -0.38], [0.69, -0.80, -1.26], [-0.16, 0.20, 0.11], [0.01, -0.01, 0.05], [0.02, 0.05, 0.08], [0.12, -0.08, 0.13], [-0.13, -0.04, -0.05], [-0.91, 0.36, 0.98], [-0.11, 0.04, -0.05], [0.31, 0.21, -0.22], [0.15, -0.18, -0.11], [-0.01, 0.25, -0.09], [0.02, 0.02, 0.03], [0.07, 0.03, -0.01], [0.04, 0.04, 0.03], [0.07, -0.16, 0.13], [0.18, -0.18, -0.05], [-0.02, -0.02, -0.04], [-0.05, -0.01, 0.03], [-0.06, 0.01, -0.16], [-0.08, 0.02, 0.01], [-0.28, 0.34, -0.36], [0.02, -0.17, 0.10], [-0.03, 0.06, -0.05], [0.05, -0.09, -0.03], [0.12, -0.02, 0.07], [-0.13, -0.08, 0.01], [-0.13, 0.04, 0.03], [0.03, 0.02, 0.03], [0.10, -0.04, 0.01], [-0.07, -0.06, -0.12], [-0.33, 0.14, -0.26], [0.16, -0.31, 0.00], [-0.19, 0.29, 0.43], [0.05, 0.35, -0.03], [-0.02, -0.08, -0.05], [-0.04, 0.00, -0.01], [-0.01, -0.06, -0.06], [0.06, 0.04, -0.04], [0.02, -0.02, -0.01], [0.05, 0.03, -0.11], [0.03, -0.04, 0.16], [-0.04, -0.10, 0.03], [-0.01, -0.14, 0.04], [-0.16, 0.10, 0.07], [-0.03, -0.10, 0.05], [0.02, -0.01, -0.06], [0.27, -0.11, -0.01], [-0.31, 0.06, 0.15], [0.00, 0.03, 0.00], [0.04, 0.00, 0.00], [-0.01, 0.03, -0.02], [-0.07, -0.02, -0.05], [0.05, 0.01, 0.04], [0.02, -0.10, 0.04], [0.04, 0.06, -0.01], [-0.03, 0.05, 0.05], [-0.01, 0.01, 0.01], [-0.06, 0.03, -0.02], [0.12, -0.01, 0.00], [0.07, -0.05, -0.09], [0.14, -0.10, -0.07], [-0.25, 0.07, 0.14], [0.02, 0.02, -0.02], [0.03, 0.02, 0.03], [0.00, -0.01, -0.02], [-0.08, -0.05, -0.01], [0.04, -0.01, 0.02], [-0.06, 0.04, -0.05], [0.01, -0.01, -0.05], [-0.03, 0.03, 0.04], [0.00, 0.01, 0.01], [-0.04, 0.03, -0.02], [0.09, -0.01, 0.00], [0.06, -0.05, -0.08], [-0.10, -0.16, -0.04], [0.17, 0.26, -0.05], [-0.03, 0.01, 0.00], [0.00, 0.08, 0.00], [0.02, -0.10, 0.07], [-0.04, 0.03, -0.08], [-0.06, 0.01, 0.01], [0.02, -0.02, 0.07], [0.12, -0.07, -0.02], [0.01, 0.06, 0.01], [0.00, 0.02, 0.01], [0.05, 0.01, 0.02], [-0.09, -0.05, 0.03], [-0.02, -0.11, -0.01]],
  "multiplicity": 1,
  "homo_lumo_gap_ev": 9.116,
  "charge": 1,
  "lumo_ev": -2.0,
  "e_homo_ha": -0.4100
}

---

What is the formula in the first record?
C2H9NOS